10
Properties=species:S:1:pos:R:3:forces:R:3:nbo_charge:R:1 method="wB97M-V/def2-TZVPD" total_energy_ha=-193.0556 total_charge=0 lumo_ev=0.7 relative_energy_ev=2.385 spin_multiplicity=1 homo_ev=-9.7
C -1.0968 -0.8467 -0.0011 -2.531 -1.447 0.037 -0.728
C -0.0354 0.1912 -0.0798 0.153 -1.220 1.097 0.534
C 1.3674 -0.3742 0.0213 2.325 -0.448 -1.641 -0.740
H -0.6357 -1.9479 -0.5110 -2.014 3.232 1.903 0.231
H -2.0782 -0.3395 -0.6412 2.640 -1.979 2.091 0.258
H -1.4015 -0.8735 1.3454 0.871 -0.362 -4.491 0.263
H 1.7325 -0.1677 1.0476 -0.194 -0.317 -0.483 0.251
H 2.0824 0.2359 -0.6737 -1.257 -1.112 1.196 0.246
H 1.4983 -1.5379 -0.2471 -0.477 2.832 0.732 0.223
O -0.3262 1.3511 0.0047 0.485 0.821 -0.441 -0.539